(1)
DFT (the ωB97M-V functional and the def2-TZVPD basis) results for C31H44BrN3OP2Sr as an isolated structure at a distorted geometry.

Net charge: +2
E_tot, Ha: -4734.07788
Maximum force, eV Å⁻¹: 4.59
Multiplicity: 1

Each line ends with the Löwdin charge.
Geometry (Å):
1 C -1.7173 6.4756 -2.6425  0.000
2 C -1.9793 5.0802 -2.6729  -0.219
3 C -2.1623 4.4790 -3.9465  -0.008
4 C -1.8305 5.2218 -5.0918  -0.113
5 N -1.4893 6.5117 -5.0555  0.080
6 C -1.4109 7.1108 -3.8627  -0.109
7 C -1.8141 4.2068 -1.4958  0.067
8 C -1.0458 3.2725 -1.1224  -0.165
9 C -0.0517 2.2354 -1.0064  -0.312
10 C 1.0544 2.4133 -0.1504  -0.025
11 C 1.8271 1.3297 0.2080  -0.056
12 C 1.5683 0.0615 -0.3342  -0.346
13 C 0.6041 -0.0742 -1.3546  -0.125
14 C -0.2277 0.9904 -1.6762  -0.036
15 Sr -2.3529 2.1513 0.7036  1.411
16 P 2.5866 -1.3287 0.2103  1.012
17 H -2.4795 3.4389 -4.0961  0.118
18 H -1.6894 7.0901 -1.7315  0.123
19 H -1.8354 4.7488 -6.0803  0.122
20 H -1.0811 8.1551 -3.8735  0.122
21 H -1.0202 0.9169 -2.4426  0.132
22 H 1.2822 3.4242 0.1798  0.131
23 H 0.4115 -1.0550 -1.8179  0.101
24 H 2.6616 1.4359 0.8985  0.112
25 C 1.9450 -2.3721 1.5356  -0.346
26 C 2.4290 -3.8254 1.5355  -0.103
27 H 0.8500 -2.2823 1.4695  -0.036
28 H 2.2492 -1.8578 2.4629  0.105
29 H 2.1445 -4.2948 2.4934  0.098
30 H 1.9566 -4.4014 0.7207  0.083
31 H 3.5242 -3.8870 1.4380  0.063
32 C 2.9039 -2.1740 -1.3288  -0.310
33 C 3.3900 -1.2723 -2.4718  -0.096
34 H 1.9513 -2.6575 -1.6019  0.090
35 H 3.6418 -2.9602 -1.1120  0.104
36 H 3.5105 -1.8641 -3.3877  0.096
37 H 2.6734 -0.4764 -2.7033  0.065
38 H 4.3493 -0.7992 -2.2484  0.085
39 C 4.0744 -0.6601 0.9852  -0.326
40 C 5.2056 -1.6729 1.1613  -0.102
41 H 3.7266 -0.2930 1.9689  0.105
42 H 4.3868 0.2031 0.3753  0.100
43 H 6.1057 -1.1544 1.5075  0.094
44 H 4.9599 -2.4380 1.9066  0.074
45 H 5.4457 -2.1728 0.2158  0.080
46 Br -0.9642 -0.6277 1.3858  0.072
47 P -2.8365 -3.1929 -1.7995  0.968
48 C -1.0320 -3.5630 -1.7361  -0.460
49 C -0.7080 -5.0212 -2.0883  -0.161
50 H -0.6821 -3.2986 -0.7271  0.046
51 H -0.5532 -2.8848 -2.4551  0.051
52 H 0.3804 -5.1180 -2.2166  0.061
53 H -1.0356 -5.7085 -1.2930  0.077
54 H -1.2006 -5.3077 -3.0304  0.072
55 C -3.2718 -3.0625 -0.0315  -0.472
56 C -4.6689 -3.6930 0.1207  -0.183
57 H -3.2135 -2.0140 0.2950  -0.005
58 H -2.5216 -3.6121 0.5585  0.072
59 H -4.9556 -3.7424 1.1812  0.070
60 H -5.4046 -3.0948 -0.4365  0.066
61 H -4.6420 -4.7139 -0.2889  0.065
62 C -2.9431 -1.5325 -2.5888  -0.443
63 C -3.2789 -1.6906 -4.0821  -0.168
64 H -1.9871 -1.0161 -2.4286  0.024
65 H -3.7142 -0.9530 -2.0600  0.071
66 H -3.5768 -0.7191 -4.4970  0.064
67 H -2.4004 -2.0594 -4.6303  0.072
68 H -4.1074 -2.4015 -4.2200  0.068
69 N 0.4223 1.7102 7.8832  0.170
70 C 1.0223 2.3096 6.7960  -0.468
71 O 2.1944 2.6701 6.8510  0.077
72 C 0.2432 2.3938 5.5150  -0.096
73 C -0.8982 1.6221 5.2676  0.013
74 C -1.5470 1.7256 4.0341  -0.168
75 N -1.1131 2.5314 3.0326  -0.098
76 C 0.0834 3.1606 3.2058  -0.115
77 C 0.7681 3.1221 4.4258  0.030
78 H 0.9432 1.8442 8.7492  0.129
79 H -0.5889 1.6890 7.9686  0.105
80 H -1.2849 0.8740 5.9634  0.127
81 H -2.4246 1.0973 3.8355  0.100
82 H 0.5239 3.6827 2.3439  0.102
83 H 1.7413 3.6149 4.5281  0.133

Force components x, y, z for each atom (eV/Å):
0.3 -0.3 -0.2
-0.7 1.2 -0.5
0.5 0.0 0.1
-0.5 0.2 0.5
0.5 -0.2 0.4
-0.5 -0.3 0.1
3.2 -3.1 -0.1
-1.6 3.5 -2.6
0.1 -0.7 0.3
-0.5 0.3 -0.1
0.3 -0.6 -0.2
-0.4 0.8 -0.1
-0.2 -0.3 0.3
-0.1 0.7 0.1
0.0 -1.5 1.6
0.4 0.1 0.2
0.3 0.4 0.4
0.2 -0.7 -0.3
-0.2 0.2 0.4
-0.3 -0.4 0.1
0.5 -0.2 0.6
-0.1 -0.3 0.2
0.2 0.6 0.2
-0.3 0.2 -0.1
-0.8 0.0 0.1
0.0 -0.3 -0.2
0.4 -0.3 0.2
-0.2 -0.1 -0.3
0.1 0.2 -0.5
0.3 0.2 0.3
-0.5 -0.2 0.0
0.2 -0.6 -0.3
0.0 0.1 -0.2
0.3 -0.1 0.1
-0.3 0.0 -0.1
0.0 0.1 0.3
0.2 -0.2 0.1
0.0 -0.1 0.0
0.0 0.7 -0.3
0.2 -0.2 0.0
0.2 0.0 -0.4
0.2 -0.3 0.3
-0.2 -0.1 -0.1
0.1 0.2 -0.2
0.0 0.1 0.2
-1.0 1.0 0.1
-0.3 -1.2 -0.7
0.1 0.3 0.0
0.1 0.2 0.0
0.2 0.0 -0.2
0.1 -0.1 0.0
-0.3 -0.2 0.0
0.1 0.2 -0.3
0.2 0.0 0.4
-0.2 0.3 0.1
0.3 0.2 0.4
-0.2 -0.3 0.1
-0.2 0.1 -0.2
-0.1 0.0 -0.3
0.1 -0.3 0.2
-0.2 0.4 0.1
0.2 0.1 0.4
0.0 0.3 0.2
-0.2 0.1 -0.2
0.0 -0.1 -0.1
0.1 -0.2 -0.1
-0.3 0.0 0.1
0.3 0.3 0.0
-0.1 0.6 -0.4
1.4 -0.2 1.2
-1.3 -0.2 -0.5
-0.3 -0.3 -1.2
-0.2 0.0 -0.3
0.5 0.5 -0.2
0.5 -0.3 0.2
-0.4 -0.4 0.8
0.0 0.0 0.0
-0.2 -0.2 -0.3
0.4 0.0 0.0
0.2 0.4 0.0
0.3 0.4 0.1
-0.4 -0.1 0.5
-0.5 -0.1 0.1



(2)
DFT (the ωB97M-V functional and the def2-TZVPD basis) results for an isolated molecule of C7H12FNO2 at a distorted geometry.

Maximum force, eV Å⁻¹: 3.98
ΔE to the lowest compared entry with this formula, charge and spin, eV: 4.0690
Multiplicity: 1

Each line ends with the Löwdin charge.
Geometry (Å):
1 C 0.1971 -0.5120 -1.3468  -0.312
2 C -1.4582 -0.2806 2.9158  -0.075
3 C -0.9000 1.0759 2.5724  -0.104
4 C -0.8063 -0.0110 1.5657  -0.247
5 C 0.7481 1.0215 -3.1011  -0.028
6 C 0.8165 -0.4251 -2.7937  -0.290
7 C 0.4040 -0.6839 1.1406  -0.305
8 N 1.5041 -0.7791 1.9900  0.094
9 O -1.2049 -0.4837 -1.2932  0.019
10 O 0.7615 -0.5815 -0.2057  0.082
11 F 0.0297 -1.2225 -3.6285  -0.019
12 H -0.8943 -0.7745 3.6318  0.073
13 H -2.4836 -0.5145 3.0499  0.089
14 H -1.6323 1.8367 2.3488  0.095
15 H 0.0300 1.4655 2.9704  0.096
16 H -1.4401 0.0223 0.7733  0.085
17 H 0.9614 1.5238 -2.2076  0.067
18 H -0.2584 1.2391 -3.4366  0.097
19 H 1.5707 1.2589 -3.8428  0.108
20 H 1.7501 -0.9173 -2.7831  0.133
21 H -1.7088 -1.1020 -1.9194  0.152
22 H 1.8579 0.2382 2.0324  0.123
23 H 2.1557 -1.3944 1.5674  0.066

Force components x, y, z for each atom (eV/Å):
-3.0 -0.9 -2.0
1.0 0.9 -0.7
-0.5 0.8 -0.1
0.4 -1.1 1.5
1.5 -0.2 -2.7
-1.7 -1.0 3.5
-0.3 -1.0 -1.0
-0.4 3.0 0.0
-0.5 -0.7 -1.1
2.0 0.0 1.2
-0.2 0.3 -0.2
1.3 -1.1 1.0
-0.9 0.4 -0.4
0.1 0.3 -0.1
-0.2 -0.3 0.5
-2.0 0.4 -1.8
0.3 1.0 1.1
0.0 0.3 -0.2
-1.3 0.2 0.4
1.4 0.0 0.0
1.7 1.2 1.0
0.3 -2.1 0.3
1.1 -0.3 -0.1



(3)
DFT (the ωB97M-V functional and the def2-TZVPD basis) results for a 2-piece molecular cluster, H3N4O2 overall at a distorted geometry.

Net charge: -1
Maximum force, eV Å⁻¹: 2.26
ΔE to the lowest compared entry with this formula, charge and spin, eV: 1.7424
Multiplicity: 1

Each line ends with the Löwdin charge.
Geometry (Å):
1 N -2.2141 1.0435 -0.0721  -0.100
2 N 0.6623 1.5386 -0.2845  -0.088
3 N 1.0418 0.7999 0.6119  -0.244
4 N -1.1793 0.5067 -0.5235  -0.338
5 O -1.0187 -0.7773 -0.5403  -0.278
6 O -3.1658 0.1183 0.4337  -0.186
7 H 0.5559 0.7741 1.6287  0.118
8 H 1.5088 -0.0789 0.3609  0.062
9 H -2.8062 -0.7684 0.6976  0.054

Force components x, y, z for each atom (eV/Å):
0.7 -0.8 0.1
0.2 1.3 0.0
-0.5 -0.6 1.8
-0.7 -0.7 -0.7
-0.3 0.5 0.6
-1.2 -0.7 0.8
1.2 0.1 -1.9
0.0 -0.3 0.5
0.7 1.2 -1.0



(4)
DFT (the ωB97M-V functional and the def2-TZVPD basis) results for C2H27Fe2O18P as an isolated structure at a distorted geometry.

E_tot, Ha: -4315.66121
Maximum force, eV Å⁻¹: 7.33
<S²>: 20.023
Multiplicity: 9

Each line ends with the Löwdin spin population.
Geometry (Å):
1 Fe 23.9564 25.0563 3.1714  3.696
2 Fe 22.0661 27.3952 1.1360  3.698
3 P 21.4137 25.5832 2.9278  0.021
4 O 22.1718 24.2293 3.0419  0.113
5 O 20.5362 25.6546 4.1961  0.014
6 O 20.8307 25.9753 1.5940  0.081
7 O 22.6134 26.5526 2.8634  0.133
8 C 24.3052 24.5320 -1.2504  0.004
9 C 23.8604 25.3811 -0.1350  0.011
10 O 23.0462 26.2852 -0.3087  0.049
11 O 24.2628 25.0997 1.0149  0.036
12 H 23.4849 24.1039 -1.8266  0.000
13 H 24.8694 25.1168 -1.9770  0.000
14 H 25.1449 23.8751 -1.0232  0.000
15 O 23.4640 21.4057 -3.0280  0.000
16 H 22.7736 21.7604 -2.4677  0.000
17 H 24.2094 21.2810 -2.4406  0.000
18 O 20.5017 24.9040 -0.6185  0.001
19 H 20.5239 25.2412 0.2771  0.001
20 H 21.3148 25.2187 -1.0136  0.000
21 O 26.6982 23.3455 -3.3239  0.000
22 H 27.0543 23.5229 -2.4533  0.000
23 H 26.5312 22.4030 -3.3274  0.000
24 O 25.1461 23.4027 3.2178  0.044
25 H 24.9447 22.5548 3.6136  0.003
26 H 26.0861 23.3675 3.0405  0.003
27 O 25.5694 26.4242 3.3522  0.026
28 H 25.8130 27.1047 2.7247  0.001
29 H 25.9183 26.7327 4.1884  0.001
30 O 24.4673 27.7246 -3.2958  0.000
31 H 25.0960 27.4283 -3.9539  0.000
32 H 24.7880 27.3541 -2.4736  0.000
33 O 26.2473 25.8724 -4.7794  0.000
34 H 27.1596 26.1237 -4.9235  0.000
35 H 26.2960 24.9851 -4.4237  0.000
36 O 28.4257 25.6125 -2.2234  0.000
37 H 28.6566 26.5399 -2.2758  0.000
38 H 27.5654 25.5554 -2.6391  0.000
39 O 20.8051 27.9784 -0.5630  0.028
40 H 21.0037 28.8875 -0.7876  0.000
41 H 19.8976 27.8553 -0.8413  0.002
42 O 27.5530 23.1485 -0.2841  0.000
43 H 27.9122 22.3586 -0.6881  0.000
44 H 28.1438 23.3348 0.4456  0.000
45 O 27.4775 26.0644 0.3888  0.000
46 H 27.0997 25.4105 0.9770  0.000
47 H 27.8227 25.5561 -0.3451  0.000
48 O 23.6157 28.6757 1.1667  0.029
49 H 23.6254 29.6175 0.9962  0.001
50 H 24.5395 28.4347 1.2355  0.002

Force components x, y, z for each atom (eV/Å):
-1.3 -0.1 -1.6
-0.1 -1.4 -0.7
-3.2 -2.4 6.1
1.0 -0.6 -0.7
1.2 0.8 -2.8
-2.4 0.2 -1.2
2.7 2.8 1.2
1.4 0.0 -1.7
0.3 -1.1 2.1
-1.1 2.0 -1.6
1.6 -0.4 0.8
0.1 -0.2 0.3
-0.5 0.8 -0.4
-0.8 -0.7 0.7
0.2 -0.1 -0.3
-0.3 0.1 0.2
0.1 0.0 0.2
-0.5 -0.8 -1.9
0.0 0.1 0.9
0.1 0.2 0.0
0.1 0.2 -0.2
0.2 0.1 0.5
-0.2 -0.2 -0.3
0.7 -0.5 0.3
-0.5 -0.3 0.2
0.3 0.2 -0.2
0.6 0.0 0.3
-0.1 0.0 -0.4
0.0 0.0 0.4
-0.2 0.5 0.1
0.2 -0.4 -0.3
-0.1 -0.2 0.2
0.0 0.6 0.1
0.3 0.0 -0.3
-0.1 -0.7 0.1
0.2 -0.3 0.1
0.1 0.3 0.0
-0.4 0.1 -0.3
0.4 0.7 0.1
0.0 0.3 -0.3
-0.4 -0.6 0.2
-0.3 0.0 -0.1
0.2 -0.3 0.0
0.3 0.1 0.1
0.0 0.4 0.7
-0.4 -0.1 0.1
0.2 -0.1 -0.7
0.6 1.2 0.0
-0.2 0.3 0.0
0.1 -0.5 -0.1



multiplicity of number 4 (C2H27Fe2O18P)? 9



Copy entry 3 word for word.
DFT (the ωB97M-V functional and the def2-TZVPD basis) results for a 2-piece molecular cluster, H3N4O2 overall at a distorted geometry.

Net charge: -1
Maximum force, eV Å⁻¹: 2.26
ΔE to the lowest compared entry with this formula, charge and spin, eV: 1.7424
Multiplicity: 1

Each line ends with the Löwdin charge.
Geometry (Å):
1 N -2.2141 1.0435 -0.0721  -0.100
2 N 0.6623 1.5386 -0.2845  -0.088
3 N 1.0418 0.7999 0.6119  -0.244
4 N -1.1793 0.5067 -0.5235  -0.338
5 O -1.0187 -0.7773 -0.5403  -0.278
6 O -3.1658 0.1183 0.4337  -0.186
7 H 0.5559 0.7741 1.6287  0.118
8 H 1.5088 -0.0789 0.3609  0.062
9 H -2.8062 -0.7684 0.6976  0.054

Force components x, y, z for each atom (eV/Å):
0.7 -0.8 0.1
0.2 1.3 0.0
-0.5 -0.6 1.8
-0.7 -0.7 -0.7
-0.3 0.5 0.6
-1.2 -0.7 0.8
1.2 0.1 -1.9
0.0 -0.3 0.5
0.7 1.2 -1.0



Look up the multiplicity of the second one. 1



Number 4 is which compound? C2H27Fe2O18P